## A
Below is an isolated molecule of C5H5N, with properties calculated with the ωB97M-V functional and the def2-TZVPD basis.

The geometry in XYZ format:
```
11
Properties=species:S:1:pos:R:3
H 0.00067 0.18898 -3.43306
N 0.03041 0.11883 -2.44547
C -0.32341 0.94407 -1.56915
C 0.13534 0.72317 -0.22616
C 0.91823 1.13109 0.76593
C 0.47430 -0.17051 1.24102
C 0.22331 -1.38502 1.58466
H -1.05414 1.83503 -1.61997
H 1.63340 1.93261 1.16450
H -0.35460 -2.16591 1.04356
H 0.58758 -1.70682 2.62114
```

SMILES   [H]/N=C/C1=CC1=C
Gap between HOMO and LUMO   0.344 hartree
Spin multiplicity   1


## B
Below is an isolated molecule of C5H5N, with properties calculated with the ωB97M-V functional and the def2-TZVPD basis.

The geometry in XYZ format:
```
11
Properties=species:S:1:pos:R:3
C 0.03107 1.06296 -1.26913
C 0.91067 1.98866 -0.83016
C -0.72340 -0.79152 0.60669
C 0.79760 -0.95921 0.58622
C 0.02588 0.03708 -0.29562
N -1.76797 -1.17207 1.20217
H -0.96206 1.16455 -1.82782
H 1.97268 2.11664 -0.63859
H 1.21917 -0.80324 1.55423
H 1.13896 -1.87720 0.07484
H -2.64261 -0.76666 0.83717
```

Gap between HOMO and LUMO (spin up / spin down)   0.277 / 0.282 hartree
Spin multiplicity   1


## C
Below is an isolated molecule of C5H5N, with properties calculated with the ωB97M-V functional and the def2-TZVPD basis.

The geometry in XYZ format:
```
11
Properties=species:S:1:pos:R:3
C -0.96510 -1.08855 -0.28694
N 0.14685 -1.67912 -0.05046
C 1.04215 -0.61142 0.24019
C 0.64565 0.64763 -0.44402
C -0.84909 0.36855 -0.13646
C 0.17194 0.78636 0.89669
H -1.84855 -1.59888 -0.65748
H 2.06079 -0.92031 0.48955
H 1.20312 1.30382 -1.09149
H -1.69006 1.01388 -0.36267
H 0.08231 1.77801 1.40308
```

SMILES   C1=N[C@H]2[C@H]3[C@@H]1[C@@H]23
Gap between HOMO and LUMO   0.388 hartree
Spin multiplicity   1


Verdict on stability: B comes out at the bottom.


## A
Below is a cluster of 2 separate species, C3H10PS in total, with properties calculated with the ωB97M-V functional and the def2-TZVPD basis.

The geometry in XYZ format:
```
15
Properties=species:S:1:pos:R:3
C -0.07822 -1.37559 -0.80977
C -2.42375 1.76151 -0.24508
C 1.69848 -0.85685 1.49407
P 0.45022 -0.02137 0.32127
S 1.73857 1.33924 -0.55875
H 0.79512 -2.05612 -1.12512
H -0.45366 -1.21335 -1.82779
H -0.85130 -1.99871 -0.29055
H -2.81071 0.78186 -0.26266
H -1.84285 1.96654 -1.07997
H -2.96944 2.49246 0.34231
H 1.74122 -0.36840 2.43913
H 2.59329 -0.74433 0.93884
H 1.40195 -1.96484 1.70212
H 1.01107 2.25795 -1.03805
```

Gap between HOMO and LUMO (spin up / spin down)   0.209 / 0.351 hartree
Total charge   +1
Spin multiplicity   1


## B
Below is a cluster of 2 separate species, C3H10PS in total, with properties calculated with the ωB97M-V functional and the def2-TZVPD basis.

The geometry in XYZ format:
```
15
Properties=species:S:1:pos:R:3
C -0.86508 1.30135 0.99373
C -0.65797 -1.59731 0.65145
C 0.46813 0.12334 -1.44200
P 0.20258 -0.08297 0.33279
S 4.06770 -0.25168 -0.20908
H -0.36615 2.25929 0.76391
H -0.95051 1.28741 2.17140
H -1.85066 0.96536 0.78604
H 0.09495 -2.39070 0.42677
H -1.61170 -1.95865 0.37663
H -0.58237 -1.75401 1.81319
H 0.64668 1.24883 -1.68527
H -0.43457 -0.10339 -1.89411
H 1.44976 -0.52889 -1.73553
H 4.13086 0.94468 -0.88417
```

Gap between HOMO and LUMO (spin up / spin down)   0.233 / 0.260 hartree
Total charge   +1
Spin multiplicity   1


Verdict on stability: B comes out at the bottom.


## A
Below is an isolated molecule of C2H6N2O2, with properties calculated with the ωB97M-V functional and the def2-TZVPD basis.

The geometry in XYZ format:
```
12
Properties=species:S:1:pos:R:3
C -0.22857 -0.93973 -1.71550
C -0.33688 -0.75334 -0.40477
O -1.42292 -1.15667 0.29988
N 0.66583 -0.11537 0.37364
N 0.55957 1.29322 0.53269
O 0.10346 1.59967 1.85458
H -0.99082 -1.45653 -2.26335
H 0.63821 -0.60154 -2.24993
H -1.30216 -0.89788 1.22289
H 1.59503 -0.30886 0.02213
H -0.18313 1.66313 -0.06317
H 0.90236 1.67391 2.39090
```

SMILES   C=C(O)NNO
Gap between HOMO and LUMO   0.364 hartree
Spin multiplicity   1


## B
Below is an isolated molecule of C2H6N2O2, with properties calculated with the ωB97M-V functional and the def2-TZVPD basis.

The geometry in XYZ format:
```
12
Properties=species:S:1:pos:R:3
C 0.37460 1.77914 -0.74989
N -0.11256 0.49789 -0.60790
N -0.08908 -0.05701 0.53170
O 0.26672 0.58245 1.57562
C -0.57127 -1.44493 0.56401
O 0.49600 -2.34537 0.19446
H 1.33790 1.66460 -0.26511
H 0.34694 2.16676 -1.81589
H -0.38102 2.46401 -0.20139
H -0.96852 -1.52228 1.57132
H -1.42135 -1.48783 -0.11847
H 0.72164 -2.29743 -0.67846
```

SMILES   C/N=[N+](\[O-])CO
Gap between HOMO and LUMO (spin up / spin down)   0.377 / 0.377 hartree
Spin multiplicity   1


Verdict on stability: B comes out at the bottom.


## A
Below is an isolated molecule of C2H6N2O2, with properties calculated with the ωB97M-V functional and the def2-TZVPD basis.

The geometry in XYZ format:
```
12
Properties=species:S:1:pos:R:3
C -2.44224 0.43493 0.08106
N -1.47216 -0.27751 0.42284
O -0.19865 -0.42243 -0.68538
C 0.82652 -0.12482 0.15306
N 1.87169 -1.09010 0.21061
O 1.31496 1.19060 0.04831
H -2.97271 1.00071 0.84064
H -2.75425 0.53964 -0.95796
H 0.23956 -0.14139 1.16151
H 2.75279 -0.70311 -0.10931
H 1.71808 -1.93086 -0.32984
H 1.11640 1.52435 -0.83555
```

SMILES   C=NO[C@@H](N)O
Gap between HOMO and LUMO   0.332 hartree
Spin multiplicity   1


## B
Below is a cluster of 2 separate species, C2H6N2O2 in total, with properties calculated with the ωB97M-V functional and the def2-TZVPD basis.

The geometry in XYZ format:
```
12
Properties=species:S:1:pos:R:3
N -0.02523 -0.98793 1.19736
C 0.70300 -2.11734 1.48385
O 0.51244 -2.79362 2.46991
H -0.84326 -0.86179 1.82136
H 0.46935 -0.16599 0.83829
H 1.55365 -2.25469 0.76563
N -0.06820 1.16941 -2.46617
C -0.26264 1.83226 -1.29422
O -0.93514 2.85615 -1.14894
H -0.52546 1.53402 -3.29329
H 0.52785 0.36293 -2.54939
H 0.21131 1.32542 -0.40647
```

SMILES   NC=O.NC=O
Gap between HOMO and LUMO   0.394 hartree
Spin multiplicity   1


Verdict on stability: A comes out at the bottom.


## A
Below is a cluster of 2 separate species, C2H6N2O2 in total, with properties calculated with the ωB97M-V functional and the def2-TZVPD basis.

The geometry in XYZ format:
```
12
Properties=species:S:1:pos:R:3
N -1.83556 -1.19889 2.18006
C -0.53245 -1.60514 1.74414
O 0.12222 -2.48152 2.21724
O -0.10108 -0.86381 0.70785
H -2.00522 -1.65212 3.07599
H -2.51364 -1.60600 1.53882
H -0.72581 -0.13434 0.59720
C 1.66135 1.94685 -2.78402
N 0.72080 1.93680 -1.94490
H 1.41007 2.11965 -3.82863
H 2.69987 1.77482 -2.49265
H 1.09945 1.76372 -1.01112
```

SMILES   NC(=O)O.C=N
Gap between HOMO and LUMO   0.404 hartree
Spin multiplicity   1


## B
Below is an isolated molecule of C2H6N2O2, with properties calculated with the ωB97M-V functional and the def2-TZVPD basis.

The geometry in XYZ format:
```
12
Properties=species:S:1:pos:R:3
N -1.89136 0.01553 -0.30703
C -0.72762 -0.54225 0.44033
C 0.64405 -0.71181 -0.16142
O 1.15518 -1.76411 -0.28815
N 1.38092 0.27705 -0.03185
O 0.69519 1.50155 -0.18364
H -1.51349 0.86686 -0.64308
H -2.20264 -0.42528 -1.14756
H -0.45978 0.13656 1.28833
H -0.92362 -1.65478 0.94181
H 2.44867 0.29463 -0.44769
H 1.39452 2.00606 0.53997
```

SMILES   NCC(=O)NO
Gap between HOMO and LUMO   0.341 hartree
Spin multiplicity   1


Verdict on stability: B comes out at the bottom.


## A
Below is a cluster of 2 separate species, C2H6N2O2 in total, with properties calculated with the ωB97M-V functional and the def2-TZVPD basis.

The geometry in XYZ format:
```
12
Properties=species:S:1:pos:R:3
H 0.14363 1.39937 1.88131
N -0.20106 1.37077 0.90130
N -0.38801 0.27114 0.38814
C -1.09716 0.43460 -0.87205
O -0.01866 -0.82763 0.80101
H -0.39871 -0.12749 -1.53580
H -2.05778 -0.05533 -0.78956
H -1.18578 1.58421 -1.12141
C 2.82762 -0.10909 -0.09038
O 2.62436 0.67627 -0.94504
H 3.92144 -0.68348 -0.08917
H 2.11866 -0.36901 0.76091
```

SMILES   [H]/N=[N+](/C)[O-].C=O
Gap between HOMO and LUMO   0.387 hartree
Spin multiplicity   1


## B
Below is a cluster of 2 separate species, C2H6N2O2 in total, with properties calculated with the ωB97M-V functional and the def2-TZVPD basis.

The geometry in XYZ format:
```
12
Properties=species:S:1:pos:R:3
C -1.01523 -0.08532 1.38815
C 1.75152 -0.18774 -0.90850
O 0.00785 -0.58448 0.74538
O 0.61031 0.54997 -0.59951
N -2.18654 0.64172 0.36748
N -1.91818 0.63598 -0.78394
H -0.94954 0.26205 -1.03148
H -0.82343 0.70460 2.12406
H -1.68488 -0.87507 1.74293
H 2.31497 0.45061 -1.60450
H 1.52412 -1.13224 -1.41444
H 2.36903 -0.38008 -0.02564
```

Gap between HOMO and LUMO (spin up / spin down)   0.263 / 0.311 hartree
Spin multiplicity   1


## C
Below is an isolated molecule of C2H6N2O2, with properties calculated with the ωB97M-V functional and the def2-TZVPD basis.

The geometry in XYZ format:
```
12
Properties=species:S:1:pos:R:3
C 1.75460 0.33267 -0.06601
N 0.78875 -0.70384 -0.35166
C -0.81312 0.03619 -0.45968
O -1.29698 0.45170 -1.45102
N -1.08664 -0.37401 0.73652
O -2.65326 0.16662 0.97370
H 2.73700 -0.00503 -0.41025
H 1.82440 0.49780 1.01228
H 1.53384 1.28993 -0.55317
H 0.92356 -1.16293 -1.24591
H -0.59458 -0.31893 1.61049
H -3.11757 -0.21017 0.20470
```

SMILES   CNC(=O)NO
Gap between HOMO and LUMO   0.361 hartree
Spin multiplicity   1


Verdict on stability: B comes out at the bottom.


## A
Below is an isolated molecule of C2H6N2O2, with properties calculated with the ωB97M-V functional and the def2-TZVPD basis.

The geometry in XYZ format:
```
12
Properties=species:S:1:pos:R:3
C -0.01238 0.04092 1.56958
O 0.13203 1.25891 0.72892
N 0.79698 1.10685 -0.46493
C 0.14701 0.21208 -1.43207
N 1.70137 2.01270 -0.74638
O 2.19264 1.92089 -1.84253
H -0.92764 -0.56811 1.09384
H -0.18041 0.44006 2.55031
H 0.88163 -0.59949 1.36619
H -0.30269 -0.62947 -0.98943
H 0.88233 -0.36690 -2.13058
H -0.46317 0.76026 -2.04634
```

SMILES   CON(C)N=O
Gap between HOMO and LUMO   0.366 hartree
Spin multiplicity   1


## B
Below is a cluster of 2 separate species, C2H6N2O2 in total, with properties calculated with the ωB97M-V functional and the def2-TZVPD basis.

The geometry in XYZ format:
```
12
Properties=species:S:1:pos:R:3
H 2.49056 -0.60216 -0.34087
N 1.54059 -0.55135 0.00281
C 1.38689 0.49161 0.71689
N 0.25756 0.74203 1.42580
H 2.13651 1.28705 0.77041
H -0.51799 0.12963 1.25057
H 0.03126 1.68020 1.68367
O -2.28713 -0.38697 0.12255
C -1.61784 -0.83155 -0.76288
O -1.66613 -0.36211 -2.03035
H -0.92355 -1.66217 -0.59007
H -0.83072 0.06576 -2.24854
```

SMILES   [H]/N=C/N.O=CO
Gap between HOMO and LUMO   0.379 hartree
Spin multiplicity   1


Verdict on stability: A comes out at the bottom.


## A
Below is a structure of composition C3H5N2OS, with properties calculated with the ωB97M-V functional and the def2-TZVPD basis.

The geometry in XYZ format:
```
12
Properties=species:S:1:pos:R:3
N 1.05892 -0.85197 1.77629
C 0.26727 0.04262 1.42148
C -0.96271 -0.20825 0.53309
S -0.78942 0.79299 -0.97919
N 0.84767 0.79209 -1.34643
C 1.06848 0.01306 -2.30295
O 1.24198 -0.87559 -2.98353
H 0.78706 -1.76295 1.40546
H 0.41380 1.08005 1.71327
H -1.84809 0.17299 1.04516
H -1.07988 -1.25529 0.27336
H -1.00508 2.06025 -0.55602
```

Gap between HOMO and LUMO   0.353 hartree
Total charge   +1
Spin multiplicity   1


## B
Below is a cluster of 2 separate species, C3H5N2OS in total, with properties calculated with the ωB97M-V functional and the def2-TZVPD basis.

The geometry in XYZ format:
```
12
Properties=species:S:1:pos:R:3
C 3.66765 1.07271 -1.36884
C 1.36334 1.20478 1.27483
C -0.89307 -0.15761 0.27942
N 1.36458 0.50967 0.20106
N 0.32002 -0.13756 -0.39136
O 4.63874 0.93319 -1.87584
S 1.39274 2.12712 2.55654
H 0.71525 -1.09227 -0.61737
H -1.50152 0.70790 0.06463
H -0.74918 -0.19740 1.39110
H -1.41630 -1.05093 -0.02472
H 2.25188 0.44213 -0.46534
```

Gap between HOMO and LUMO   0.284 hartree
Total charge   +1
Spin multiplicity   1


Verdict on stability: B comes out at the bottom.